--- one ---
Here is a structure of composition H10O5 from OMol25. Energies are from the ωB97M-V functional and the def2-TZVPD basis.

```
! RIJCOSX wB97M-V def2-TZVPD def2/J DEFGRID3
* xyz 0 1
O -0.2839 2.2556 0.1167
H -0.9407 1.9416 -0.5048
H 0.5159 1.7871 -0.1222
O 1.7201 1.6280 -0.0633
H 1.1577 1.0013 -0.5184
H 2.0989 2.1618 -0.7616
O 0.6551 -2.0143 -0.3376
H 0.0080 -2.6897 -0.1347
H 1.4005 -2.4960 -0.6961
O -2.0465 -1.1771 1.0822
H -1.2327 -0.8872 0.6699
H -2.6263 -0.4173 1.0294
O -0.4879 -0.1983 0.0077
H 0.1388 0.0286 0.6946
H -0.0771 -0.9242 -0.4618
*
```

Kohn-Sham gap   9.80 eV
LUMO   -0.031 eV
M   90.1 g/mol
HOMO energy   -0.3613 hartree

=====

--- two ---
Here is a cluster of 5 separate species, H10O5 in total from OMol25. Energies are from the ωB97M-V functional and the def2-TZVPD basis.

```
! RIJCOSX wB97M-V def2-TZVPD def2/J DEFGRID3
* xyz 0 1
O -1.2333 1.4671 1.1766
H -0.8468 2.2573 1.5957
H -0.9847 1.4155 0.1977
O -1.0502 -2.2682 1.8333
H -1.4499 -3.0486 2.2044
H -0.2619 -2.5330 1.4271
O 3.6788 -0.3536 1.1738
H 2.8222 -0.0229 1.4854
H 3.5785 -1.0826 0.6752
O 0.1453 -0.2730 -1.9593
H 0.0079 -0.2721 -0.9512
H -0.7771 -0.4684 -2.1778
O -1.3868 1.5402 -2.5675
H -0.5287 1.3124 -2.0468
H -1.7133 2.3298 -2.0668
*
```

Kohn-Sham gap   11.45 eV
LUMO   0.027 eV
M   90.1 g/mol
SMILES   O.O.O.O.O
HOMO energy   -0.4199 hartree

=====

--- three ---
Here is a structure of composition H10O5 from OMol25. Energies are from the ωB97M-V functional and the def2-TZVPD basis.

```
! RIJCOSX wB97M-V def2-TZVPD def2/J DEFGRID3
* xyz 0 1
O -11.1151 28.3834 23.8785
H -11.9075 28.3172 23.3456
H -11.4008 28.8222 24.6798
O -10.0348 32.8717 21.8439
H -9.8477 33.0799 22.7593
H -10.4843 32.0272 21.8769
O -10.5369 30.1210 22.4568
H -9.9519 30.3916 23.1645
H -10.8920 29.2808 22.7471
O -11.4247 31.4191 21.3593
H -10.9242 30.8055 21.8970
H -11.7179 30.8987 20.6113
O -10.0742 27.3875 21.1878
H -10.2941 28.2807 21.4527
H -9.1185 27.3538 21.2278
*
```

Kohn-Sham gap   9.03 eV
LUMO   -0.265 eV
M   90.1 g/mol
HOMO energy   -0.3418 hartree

=====

Stability ranking, top entry: two; the second entry is 82.3 kcal/mol less favorable.

=====

--- one ---
Here is a cluster of 19 separate species, H38O19 in total from OMol25. Energies are from the ωB97M-V functional and the def2-TZVPD basis.

```
! RIJCOSX wB97M-V def2-TZVPD def2/J DEFGRID3
* xyz 0 1
O 3.4890 -2.4567 -1.2450
H 4.3046 -2.5879 -1.5199
H 2.7417 -2.6814 -1.7073
O 1.4644 -4.6761 -0.4691
H 2.1530 -4.6219 0.1959
H 0.7159 -5.2455 -0.2723
O 1.2139 3.1092 1.6085
H 2.0781 2.8901 1.8330
H 1.1161 4.0248 1.7509
O 0.6622 1.3526 -2.0174
H 1.0312 0.6479 -1.5133
H 1.3543 1.5502 -2.7550
O 3.8316 -1.0325 3.1905
H 4.4615 -1.2091 2.5049
H 3.9058 -0.1155 3.1406
O -0.4214 -0.3832 4.6397
H -0.1321 0.4643 4.9553
H 0.3696 -0.9306 4.5504
O -3.9571 -0.8776 -0.1241
H -4.1686 -1.7156 0.1598
H -4.1365 -0.8921 -0.9791
O -1.4896 -1.4056 1.1163
H -1.3465 -1.5404 2.0612
H -2.0984 -0.6101 0.9756
O -3.2360 -0.8653 -3.3922
H -2.9697 -0.9577 -4.3092
H -2.6891 -1.6300 -3.0558
O -0.3734 -1.7813 -3.3625
H -0.1090 -2.5726 -3.6759
H -0.3212 -1.0941 -4.0431
O 0.3589 3.7233 -1.6037
H 0.9913 3.7160 -0.8247
H -0.2519 3.0622 -1.2209
O 1.7358 0.6772 3.0489
H 2.2466 0.3689 2.1766
H 1.2395 -0.1262 3.3291
O -0.7134 0.4087 -4.7031
H -1.5863 0.4126 -4.0925
H -0.0623 0.5038 -4.0944
O 2.2042 -3.0821 1.8152
H 2.0342 -2.5165 2.6246
H 1.5946 -2.6355 1.2157
O -4.0641 1.4305 0.9043
H -4.8554 0.8744 0.8847
H -3.7018 1.4337 -0.0036
O -1.8839 2.6103 2.6463
H -2.4431 2.1164 2.1914
H -1.1008 2.6600 2.1599
O 2.9582 1.4540 0.4294
H 2.2865 0.7819 0.2227
H 3.1869 1.6614 -0.5738
O -2.8668 3.3472 -1.0844
H -3.4423 3.7597 -0.4117
H -2.3943 4.2344 -1.1627
O 0.7139 -0.8209 -0.4467
H -0.2302 -0.8040 -0.3089
H 0.6019 -1.4079 -1.3594
*
```

Kohn-Sham gap   10.02 eV
LUMO   -0.112 eV
M   342.3 g/mol
HOMO energy   -0.3722 hartree

=====

--- two ---
Here is a cluster of 19 separate species, H38O19 in total from OMol25. Energies are from the ωB97M-V functional and the def2-TZVPD basis.

```
! RIJCOSX wB97M-V def2-TZVPD def2/J DEFGRID3
* xyz 0 1
O 0.7236 4.3008 1.4104
H 0.5278 3.6736 0.7037
H 1.4502 4.7650 0.9909
O 1.6883 -1.1207 3.1849
H 2.2697 -0.4614 2.8392
H 1.7310 -2.0192 2.7741
O -1.5948 -0.6666 -2.9476
H -1.8671 -0.8475 -3.8477
H -1.7868 -1.4493 -2.4155
O 0.3801 -4.0534 0.1060
H 0.0995 -3.5013 -0.6480
H -0.4510 -4.4327 0.4001
O 3.3725 3.6910 1.0405
H 2.9610 4.0611 0.2650
H 3.2878 2.7389 1.1185
O 2.0206 -3.4228 1.9678
H 1.2036 -3.7867 1.4744
H 2.1788 -4.1805 2.5414
O -1.4202 2.8190 -3.4232
H -2.2801 2.9337 -3.0198
H -1.4302 1.8764 -3.6144
O 1.3062 2.1751 4.3279
H 1.1667 2.5503 3.4622
H 1.1315 1.2464 4.1652
O 0.7488 1.8195 0.0280
H 1.1616 2.3001 -0.7175
H 1.4117 1.1438 0.2279
O 0.4657 -2.1414 -1.8600
H 1.1654 -1.5279 -1.5840
H 0.0794 -1.6724 -2.6006
O 4.2117 -0.0900 -2.1707
H 4.4945 0.3977 -1.3992
H 4.0385 -1.0251 -2.1627
O 2.0164 -1.5002 0.4215
H 2.6702 -2.1828 0.2760
H 1.1026 -1.6041 0.1467
O -1.8624 3.0878 -0.7417
H -1.4052 3.9271 -0.8655
H -1.4647 2.6911 0.0432
O -2.7672 -2.8294 -1.1995
H -3.7211 -2.8791 -1.1570
H -2.5843 -2.0411 -0.6653
O -0.7813 -2.3902 2.1013
H 0.0396 -1.9212 2.2446
H -1.4416 -2.4262 2.7924
O -3.7089 -0.2355 2.4495
H -4.1139 -1.0430 2.1293
H -4.0668 0.5120 1.9677
O -0.8002 -0.4964 -0.0309
H -0.6345 0.1544 0.6602
H -0.9300 -1.3075 0.4935
O -4.5357 -1.0827 -0.8425
H -4.7382 -1.3057 -1.7509
H -4.4873 -0.1299 -0.7021
O 1.1760 2.9065 -2.4365
H 2.0040 2.6827 -2.8752
H 0.5885 3.3200 -3.0756
*
```

Kohn-Sham gap   10.54 eV
LUMO   -0.186 eV
M   342.3 g/mol
HOMO energy   -0.3943 hartree

=====

Stability ranking, top entry: two; the second entry is 59.1 kcal/mol less favorable.

=====

--- one ---
Here is a cluster of 19 separate species, H38O19 in total from OMol25. Energies are from the ωB97M-V functional and the def2-TZVPD basis.

```
! RIJCOSX wB97M-V def2-TZVPD def2/J DEFGRID3
* xyz 0 1
O -0.3638 4.2485 1.8008
H -0.3550 3.3095 1.6694
H 0.2833 4.5842 2.5156
O 2.1313 1.1407 -1.5109
H 2.0518 0.5041 -2.0689
H 1.4949 1.3736 -0.8561
O -1.9966 -3.3001 1.7737
H -2.3838 -4.1784 2.0388
H -1.5045 -3.4300 0.8644
O 1.2273 2.6887 1.3154
H 1.2590 1.7246 1.1935
H 2.0080 2.7826 0.7518
O 1.5050 -3.4815 -1.5747
H 0.9607 -2.9702 -2.1582
H 1.8162 -4.2963 -1.7320
O -2.1578 4.6620 -0.5839
H -2.4737 4.0362 -1.1437
H -2.7126 4.5421 0.3106
O -2.3393 -0.8508 0.6790
H -2.1197 -1.8444 0.7659
H -2.9599 -0.7776 0.0113
O 0.2882 -0.5237 0.4904
H 0.2871 -0.5455 -0.5499
H -0.5762 -0.2880 0.5750
O 0.7150 -2.1683 3.3268
H 0.3612 -2.4714 2.4986
H 1.1723 -2.8428 3.8793
O 4.7412 -0.9147 2.0692
H 4.8034 -0.4525 1.2947
H 3.9299 -1.3915 2.2198
O -1.1602 -4.4333 -0.4548
H -0.3511 -4.7241 -0.1634
H -0.9317 -3.8191 -1.1733
O -0.6648 3.2254 4.1934
H -1.1265 3.6409 3.5503
H -0.5529 2.3226 4.0073
O -0.2578 2.7662 -4.1393
H 0.0511 2.2589 -3.3171
H 0.5457 2.8280 -4.5684
O 3.1037 0.9403 3.5602
H 3.6317 0.3403 3.1428
H 2.1383 0.7974 3.5025
O -1.3384 -0.1602 -3.9646
H -1.4150 -0.1810 -4.8340
H -1.7134 0.6605 -3.3977
O -4.0792 1.0883 -1.3503
H -4.1929 1.8221 -0.7744
H -4.7854 1.1244 -2.0597
O 1.6490 -0.3344 -3.6489
H 0.8104 -0.8400 -3.3442
H 1.9913 -0.9528 -4.2989
O -0.5214 -2.5654 -3.2820
H -1.1778 -2.1632 -3.7661
H -0.2598 -3.4432 -3.4266
O 0.3989 0.5517 3.1590
H 0.5144 -0.4307 2.9449
H 0.6011 0.8112 4.0376
*
```

Kohn-Sham gap   8.90 eV
LUMO   -0.623 eV
M   342.3 g/mol
HOMO energy   -0.3501 hartree

=====

--- two ---
Here is a cluster of 19 separate species, H38O19 in total from OMol25. Energies are from the ωB97M-V functional and the def2-TZVPD basis.

```
! RIJCOSX wB97M-V def2-TZVPD def2/J DEFGRID3
* xyz 0 1
O -1.7289 -2.2862 3.1870
H -0.9355 -2.5004 2.6849
H -1.1867 -2.2479 3.9943
O 2.9824 -0.1669 -1.1580
H 2.2150 -0.8598 -1.0139
H 3.4695 -0.3729 -0.3262
O -4.1614 -1.0657 1.2689
H -3.6270 -1.3930 2.0376
H -3.6044 -1.2404 0.4849
O 4.8117 2.2160 -0.2920
H 4.8462 1.2896 -0.2009
H 3.8426 2.4104 -0.2967
O -2.0745 1.3901 4.0044
H -1.9888 1.3043 3.0336
H -1.2328 1.5262 4.4353
O 1.0329 -3.8034 1.0321
H 1.3448 -2.9881 1.4487
H 0.1304 -3.6624 1.1498
O 2.7696 -2.0763 0.2546
H 2.4129 -1.5476 1.0371
H 2.7905 -3.0260 0.5878
O -2.2953 3.8101 0.4186
H -1.7683 3.4871 -0.3612
H -2.9556 3.1573 0.7835
O 0.6219 1.3594 -0.0543
H 0.0679 1.6732 -0.7818
H 1.4723 1.1830 -0.6151
O -1.9161 2.2656 -2.1706
H -2.2321 1.7590 -2.8870
H -2.1439 3.2107 -2.4767
O -2.7744 -0.0534 -1.3982
H -2.2255 0.2476 -0.6983
H -3.5800 0.4427 -1.3843
O 2.5887 0.8826 1.8572
H 1.8281 1.5092 1.8647
H 3.2522 1.5895 1.9759
O -3.4991 -2.7118 -2.2979
H -4.3540 -2.2203 -2.3469
H -3.7473 -3.4670 -1.8341
O -1.6085 -4.1276 0.1876
H -0.8557 -4.4864 -0.2756
H -1.4794 -3.2071 0.0154
O 1.3241 -0.5831 -3.7550
H 2.0133 -0.5736 -4.4561
H 1.5494 -1.3808 -3.2366
O -1.0092 -1.6965 -1.2192
H -1.6350 -1.9584 -1.8702
H -0.3001 -1.0599 -1.7583
O 1.6315 2.7369 -2.6951
H 2.4464 2.5029 -2.2371
H 1.8833 3.1232 -3.5470
O 0.9471 -1.1496 2.7220
H 0.7757 -0.2651 2.4518
H 1.8204 -0.9854 3.0849
O 1.5526 4.6133 0.9354
H 0.6375 4.5436 0.6792
H 1.8588 4.9297 0.0273
*
```

Kohn-Sham gap   10.60 eV
LUMO   -0.219 eV
M   342.3 g/mol
HOMO energy   -0.3977 hartree

=====

Stability ranking, top entry: two; the second entry is 66.3 kcal/mol less favorable.

=====

--- one ---
Here is a cluster of 2 separate species, C3H11NS2 in total from OMol25. Energies are from the ωB97M-V functional and the def2-TZVPD basis.

```
! RIJCOSX wB97M-V def2-TZVPD def2/J DEFGRID3
* xyz 0 1
C 0.1529 -0.9451 -1.7520
C -0.2722 -2.3720 -1.3480
N -0.5429 -2.5347 0.1263
H -0.5877 -0.2897 -1.3427
H 0.0763 -0.9472 -2.7995
H 1.1447 -0.7651 -1.3910
H 0.4177 -3.1253 -1.8024
H -1.3425 -2.4076 -1.8141
H 0.2202 -2.8437 0.6375
H -1.3294 -3.1850 0.2945
C -0.4469 0.5815 2.1745
S 0.7670 0.7198 0.8341
S -0.1657 2.0147 -0.4159
H -1.2758 0.0072 1.8399
H 0.1758 0.2294 2.9825
H -0.8446 1.5938 2.6170
H 0.9226 2.1373 -1.2430
*
```

Kohn-Sham gap   8.53 eV
LUMO   0.725 eV
M   125.3 g/mol
SMILES   CCN.CSS
HOMO energy   -0.2869 hartree

=====

--- two ---
Here is a cluster of 2 separate species, C3H11NS2 in total from OMol25. Energies are from the ωB97M-V functional and the def2-TZVPD basis.

```
! RIJCOSX wB97M-V def2-TZVPD def2/J DEFGRID3
* xyz 0 1
C -0.9310 -0.6175 0.3846
N -1.3829 -1.3803 -0.7699
C -2.3941 -0.6599 -1.5233
H -0.6228 0.4046 0.1468
H -1.6995 -0.4421 1.1582
H -0.0427 -1.0787 0.7853
H -1.8253 -2.2288 -0.4381
H -3.3608 -0.5050 -1.0278
H -2.6629 -1.1995 -2.4436
H -1.9866 0.2600 -1.9477
C 2.0668 1.7759 1.4453
S 2.5121 0.0145 1.3229
S 3.4686 0.1526 -0.5194
H 1.8535 2.2337 0.4843
H 2.9120 2.2799 1.8912
H 1.2152 1.9077 2.1200
H 2.8803 -0.9169 -1.0689
*
```

Kohn-Sham gap   9.02 eV
LUMO   0.543 eV
M   125.3 g/mol
SMILES   CNC.CSS
HOMO energy   -0.3114 hartree

=====

Stability ranking, top entry: two; the second entry is 10.2 kcal/mol less favorable.